{
  "formula": "C44H65BrClFIN4O7RbSi2Te",
  "method": "ωB97M-V/def2-TZVPD",
  "elements": ["O", "H", "Rb", "C", "C", "C", "H", "C", "C", "C", "C", "H", "H", "H", "C", "Si", "C", "C", "H", "H", "H", "C", "C", "H", "H", "H", "C", "H", "H", "H", "H", "N", "O", "H", "C", "C", "H", "H", "Br", "O", "N", "H", "Te", "N", "C", "H", "H", "H", "H", "C", "C", "H", "C", "C", "H", "H", "C", "H", "C", "H", "H", "C", "C", "H", "H", "H", "H", "N", "H", "I", "C", "H", "H", "F", "H", "Cl", "H", "H", "H", "H", "H", "H", "C", "H", "C", "C", "H", "H", "O", "C", "C", "C", "H", "H", "H", "C", "H", "H", "H", "H", "C", "O", "O", "H", "O", "H", "H", "C", "C", "H", "C", "C", "C", "C", "C", "H", "C", "Si", "H", "H", "H", "C", "C", "H", "H", "C", "H", "H"],
  "coordinates": [[0.7887, 2.3814, 0.2789], [-2.1242, 3.7917, 6.4455], [1.4077, -0.5068, -0.6676], [-3.5777, -1.0647, 1.5594], [0.8886, -1.7206, -7.7479], [-5.0582, 1.2284, 2.1889], [7.7187, -1.0392, -6.7968], [-0.4593, -1.8155, -4.9933], [2.7810, 1.8515, -6.7127], [-4.7473, -1.1474, 2.2494], [-1.8131, 0.2871, 0.4895], [-6.2434, 4.3834, 1.6285], [1.4117, -2.2901, -8.5194], [8.6585, -2.1658, -4.8084], [0.8299, 4.1054, -6.1118], [1.5967, 2.5343, -5.4253], [-5.7908, 2.4828, 2.5626], [-0.1379, -1.8240, 6.3348], [3.2562, 0.9353, -6.3566], [-3.8501, 4.3872, 1.9114], [-2.4022, -0.5082, 7.2821], [-5.7123, 3.4590, 1.4018], [-1.2632, 3.4330, 4.5146], [2.3987, -3.2061, 0.6492], [-0.6501, 2.1659, 7.5709], [3.8458, -1.0786, -4.9682], [5.4267, -1.9579, -3.8220], [-5.3157, 2.9304, 3.4421], [-0.5159, -1.7303, -1.1916], [-2.8155, -2.2387, 7.2688], [2.1361, -4.4998, -6.4518], [-3.4536, 2.5737, 0.9486], [2.1592, -3.5855, -0.2124], [-0.8475, -2.5220, 8.0279], [0.9678, -2.5227, 5.4983], [2.9108, -1.2535, 2.9060], [1.9513, 0.1347, 5.7788], [2.5037, -4.4831, -0.2401], [7.5891, -3.1154, -2.3035], [3.2174, 1.3636, -0.6857], [2.6536, -1.3289, 4.1885], [-1.9146, 3.6571, 0.0996], [0.9867, -0.4750, -4.1434], [1.4833, -2.0046, 4.2332], [1.0958, -2.2913, 2.9846], [1.5774, -0.9694, -7.3548], [-0.2190, 0.9729, -6.0449], [-3.5399, -1.1414, 6.1062], [-1.3192, -3.0691, 3.9603], [0.3976, 1.6016, 5.7814], [5.7220, -0.9863, -6.0064], [-1.2852, -1.1846, -5.3258], [-1.0142, -4.0155, -7.0627], [-4.2156, 4.6442, -0.1956], [-1.5007, 0.4918, 5.1581], [2.3741, 1.5201, -1.1419], [-4.2679, 3.8097, 1.0803], [2.2636, 1.6229, -7.6478], [7.0736, -1.2922, -5.9659], [3.1723, 2.0560, -0.0156], [-4.4614, 4.0267, -1.0612], [-3.1177, 0.1968, 1.1482], [-0.3091, 2.7580, 3.7766], [-1.3736, -4.6975, -6.2888], [-2.9846, -1.9392, 1.3307], [3.7964, -0.7701, 2.5264], [-0.8179, -2.4342, -4.1698], [1.9806, -1.8501, 2.1089], [-0.2237, 2.9086, 2.7075], [4.1238, -2.4812, -2.2720], [-1.8961, -2.9235, 4.8737], [1.2465, 1.2983, 3.8361], [-6.1775, 3.0160, 0.5158], [-5.2078, -2.3488, 2.6596], [1.8436, 3.0555, -3.0143], [-2.3356, 4.5551, 3.7162], [-4.9525, 5.4441, -0.1228], [5.2972, -0.4882, -6.8682], [3.5691, 2.5757, -6.9337], [-0.5299, 1.6889, -4.4436], [1.3540, -4.4950, -4.8672], [-2.9443, -2.8693, 4.5776], [0.3945, -0.5957, 7.1186], [0.1473, 4.5663, -5.3945], [6.7845, -2.2569, -3.7865], [-1.5070, -1.6350, 5.6133], [-2.4218, -0.5013, 4.0410], [-1.8767, -3.4725, -7.4556], [-0.0628, -2.3627, -1.7729], [1.2111, 0.5348, 6.4672], [7.6056, -1.9255, -4.8552], [-2.6164, -1.3661, 6.6432], [3.2003, 2.0832, -3.5790], [2.4927, -3.2165, -5.2915], [1.8333, -2.6049, 6.1533], [0.5210, 1.8516, 4.4222], [1.7743, 1.0072, 7.2768], [1.0277, -1.0439, 7.8881], [1.6044, 4.8368, -6.3544], [-3.2471, 5.1094, -0.3655], [-2.2372, 2.6587, 0.3554], [0.1750, 1.4618, -1.6601], [-0.3005, -2.8660, 7.3146], [-6.3902, -0.1241, 3.1726], [-1.0938, -0.7228, 0.3558], [-0.4500, -0.1422, 7.6427], [-0.6674, -0.4733, 3.9418], [4.9029, -1.3175, -4.9387], [-1.4222, 1.6082, 0.0968], [0.6116, -3.5322, 5.3026], [-1.5098, -0.4619, 4.6342], [-5.4846, -0.0134, 2.5893], [2.5317, 2.9055, -3.8495], [-0.0396, 1.8565, -0.4920], [-1.3842, 3.2403, 5.8813], [-6.8231, 2.2569, 2.8287], [0.2389, 1.2837, -5.1035], [0.2810, -2.8420, -6.3732], [-1.7679, -3.7981, 5.5117], [0.2671, 3.8981, -7.0248], [3.1431, 3.8037, -3.9615], [1.6992, -3.8566, -5.6845], [-0.5489, 2.3280, 6.5032], [0.5579, -2.8371, -1.2034], [0.0560, -1.1990, -8.2272], [-3.8826, 1.3408, 1.4118], [0.2046, -2.8423, 2.7362], [-0.6014, -4.6191, -7.8744]],
  "forces_ev_per_angstrom": [[0.0, 0.1, 0.3], [0.0, 0.0, 0.0], [1.4, -1.1, 1.0], [0.0, 0.0, 0.1], [0.0, 0.0, 0.0], [0.0, 0.0, 0.0], [0.0, 0.0, 0.0], [0.0, 0.0, 0.0], [0.0, 0.0, 0.0], [0.0, 0.0, 0.0], [-0.1, 0.1, 0.0], [0.0, 0.0, 0.0], [0.0, 0.0, 0.0], [0.0, 0.0, 0.0], [0.0, 0.0, 0.0], [0.1, 0.0, -0.1], [0.0, 0.0, 0.0], [0.1, 0.2, -0.2], [0.0, 0.0, 0.0], [-0.2, -0.1, -0.2], [0.0, 0.0, 0.0], [0.0, -0.1, 0.0], [0.1, -0.1, 0.0], [-0.2, 0.1, 0.1], [0.0, 0.0, 0.0], [0.0, 0.0, 0.0], [0.0, 0.0, 0.1], [0.0, 0.0, 0.0], [-0.5, -0.5, -0.1], [0.0, 0.0, 0.0], [0.0, 0.0, 0.0], [0.0, 0.1, 0.0], [0.0, 0.0, 0.0], [0.0, 0.0, 0.0], [0.0, -0.1, 0.1], [0.0, 0.0, -0.1], [0.0, 0.0, 0.0], [0.0, 0.0, 0.0], [0.0, 0.0, 0.0], [0.4, 0.4, -0.1], [0.1, -0.1, 0.0], [0.0, 0.0, 0.0], [0.0, 0.1, -0.6], [-0.3, 0.2, 0.0], [0.2, -0.2, -0.1], [0.0, 0.0, 0.0], [0.0, 0.0, 0.0], [0.0, 0.0, 0.0], [0.0, 0.0, 0.0], [0.1, 0.2, 0.1], [0.0, 0.0, 0.0], [0.0, 0.0, 0.0], [0.0, 0.0, 0.0], [0.0, 0.0, 0.0], [-0.1, -0.2, -0.1], [0.3, 0.7, -0.2], [-0.1, 0.1, -0.1], [0.0, 0.0, 0.0], [0.0, 0.0, 0.0], [0.0, 0.0, 0.0], [0.0, 0.0, 0.0], [0.0, 0.0, -0.1], [0.0, 0.0, -0.1], [0.0, 0.0, 0.0], [0.0, 0.0, 0.0], [0.0, 0.0, 0.0], [0.0, 0.0, 0.0], [0.1, 0.2, 0.2], [0.1, 0.0, -0.1], [0.1, -0.1, -0.2], [0.0, 0.0, 0.0], [0.0, 0.0, 0.0], [0.0, 0.0, 0.0], [0.0, 0.0, 0.0], [0.0, 0.0, 0.0], [0.2, 0.0, 0.2], [0.0, 0.0, 0.0], [0.0, 0.0, 0.0], [0.0, 0.0, 0.0], [0.0, 0.0, 0.0], [0.0, 0.0, 0.0], [0.0, 0.0, 0.0], [0.0, -0.1, 0.0], [0.0, 0.0, 0.0], [0.0, 0.0, 0.0], [0.0, 0.0, -0.1], [-0.1, 0.0, -0.1], [0.0, 0.0, 0.0], [-0.4, -0.6, -0.1], [0.0, 0.0, -0.1], [0.0, 0.0, 0.0], [0.0, 0.0, 0.0], [0.0, 0.0, 0.0], [0.0, 0.0, 0.0], [0.0, 0.0, 0.0], [0.1, 0.1, 0.0], [0.0, 0.0, 0.0], [0.0, 0.0, 0.0], [0.0, 0.0, 0.0], [0.0, 0.0, 0.0], [-0.1, 0.0, 0.1], [-0.4, 0.7, -0.1], [-0.1, 0.0, 0.1], [0.0, 0.0, 0.0], [-0.2, 0.0, 0.0], [0.0, 0.0, 0.1], [0.0, 0.0, 0.0], [0.0, 0.0, 0.0], [0.1, -0.1, 0.0], [0.0, 0.0, 0.0], [-0.1, -0.1, 0.0], [0.0, 0.0, 0.0], [-0.1, 0.0, 0.0], [-0.4, 0.6, 0.1], [0.0, 0.0, 0.0], [0.0, 0.0, 0.0], [0.0, 0.0, 0.1], [0.0, 0.0, 0.0], [0.0, 0.0, 0.0], [0.0, 0.0, 0.0], [0.0, 0.0, 0.0], [0.0, 0.0, 0.0], [0.1, 0.0, 0.0], [-0.2, -0.4, 0.0], [0.0, 0.0, 0.0], [0.0, 0.0, 0.0], [0.0, 0.0, 0.0], [0.0, 0.0, 0.0]],
  "lowdin_charge": [-0.015, 0.105, 0.996, 0.055, -0.182, -0.137, 0.106, -0.552, -0.182, -0.270, -0.301, 0.124, 0.032, 0.097, -0.184, 0.384, -0.122, -0.413, -0.006, 0.053, 0.080, -0.144, -0.631, 0.002, 0.120, 0.016, -0.706, 0.124, -0.040, 0.089, 0.034, 0.034, -0.186, 0.096, -0.029, -0.183, 0.082, 0.053, 0.707, -0.205, 0.108, 0.142, 1.268, -0.085, -0.128, 0.000, 0.011, 0.092, 0.059, -0.251, -0.076, 0.014, -0.188, -0.038, 0.069, -0.065, -0.336, 0.032, -0.080, 0.043, 0.098, -0.046, -0.074, 0.028, 0.135, 0.123, -0.005, 0.041, 0.097, 1.042, -0.028, 0.117, 0.134, 0.056, 0.027, 0.729, 0.087, 0.103, 0.034, 0.008, 0.036, 0.086, -0.091, 0.029, -0.737, -0.488, 0.082, 0.027, -0.239, -0.118, -0.140, -0.034, 0.029, -0.010, 0.142, -0.039, 0.124, 0.125, 0.028, 0.074, 0.020, -0.216, -0.029, 0.131, -0.101, 0.100, 0.083, -0.161, -0.030, 0.133, -0.006, 0.052, -0.173, -0.746, -0.101, 0.120, -0.564, 0.382, 0.093, 0.028, 0.036, -0.178, -0.051, -0.031, 0.033, -0.070, 0.131, 0.027],
  "total_charge": 0,
  "lumo_ev": 0.1,
  "fmax_ev_per_a": 2.0,
  "gap_ev": 6.9,
  "e_tot_ev": -184067.68924,
  "e_above_lowest_kcal_mol": 24.0,
  "multiplicity": 1
}